Entry 1:
This record from the OMol25 dataset describes 13 unconnected molecules or ions with the total composition C33H56N10O9 in a non-equilibrium geometry. The level of theory is the ωB97M-V functional and the def2-TZVPD basis.

Results
Highest occupied orbital energy: -10.725 eV
Net charge: 0
Strongest force on any atom: 4.1 eV/A

Atoms and positions in Å:
1 C 0.228 -3.278 -1.195
2 C 0.686 -3.472 0.209
3 N 0.933 -3.561 1.327
4 H -0.007 -2.221 -1.348
5 H -0.542 -4.008 -1.361
6 H 1.063 -3.470 -1.863
7 C 4.965 -6.629 -3.573
8 C 3.874 -5.785 -3.172
9 N 3.023 -5.057 -2.985
10 H 4.600 -7.206 -4.375
11 H 5.287 -7.325 -2.826
12 H 5.812 -6.014 -3.891
13 C -2.070 0.321 6.801
14 C -1.912 0.808 5.394
15 N -1.846 1.191 4.337
16 H -1.051 0.200 7.242
17 H -2.485 -0.649 6.748
18 H -2.720 0.975 7.397
19 C 3.312 3.501 -1.132
20 C 2.602 4.024 0.079
21 N 2.170 4.282 1.114
22 H 2.854 3.895 -2.062
23 H 3.196 2.420 -1.215
24 H 4.353 3.774 -1.012
25 C -0.437 6.615 2.317
26 C -0.953 6.499 0.969
27 N -1.387 6.459 -0.112
28 H 0.448 5.919 2.379
29 H -1.130 6.202 2.994
30 H -0.112 7.629 2.537
31 C 3.201 0.584 -6.246
32 C 3.132 -0.741 -5.625
33 N 3.034 -1.758 -5.101
34 H 3.227 0.398 -7.338
35 H 4.093 1.102 -5.907
36 H 2.341 1.093 -5.914
37 C 3.954 -1.951 -1.547
38 C 4.427 -0.615 -1.096
39 N 4.765 0.439 -0.770
40 H 3.215 -1.786 -2.326
41 H 3.487 -2.502 -0.741
42 H 4.865 -2.482 -1.898
43 C -0.458 4.485 -4.027
44 C -0.015 3.416 -4.969
45 N 0.347 2.741 -5.820
46 H -0.945 4.146 -3.061
47 H -1.200 5.033 -4.575
48 H 0.324 5.233 -3.845
49 C -0.149 -2.979 -5.074
50 O -1.202 -1.991 -5.191
51 C -1.965 -1.743 -4.181
52 O -2.173 -2.443 -3.192
53 O -2.531 -0.528 -4.338
54 C -3.514 -0.156 -3.318
55 H -0.489 -3.844 -5.635
56 H -0.054 -3.309 -4.061
57 H 0.806 -2.564 -5.461
58 H -4.033 -1.047 -2.908
59 H -4.211 0.406 -3.913
60 H -2.971 0.343 -2.536
61 C 2.182 -1.739 3.556
62 O 2.790 -1.377 4.841
63 C 1.963 -0.821 5.692
64 O 0.776 -0.901 5.758
65 O 2.686 -0.140 6.594
66 C 1.968 0.444 7.689
67 H 2.371 -2.735 3.395
68 H 2.698 -1.112 2.792
69 H 1.076 -1.604 3.482
70 H 1.150 1.141 7.384
71 H 2.619 0.948 8.379
72 H 1.636 -0.410 8.283
73 C 0.634 1.259 1.788
74 O 0.080 1.632 0.505
75 C 0.226 0.799 -0.488
76 O 0.650 -0.321 -0.396
77 O -0.224 1.296 -1.646
78 C 0.115 0.424 -2.773
79 H -0.125 0.866 2.408
80 H 1.014 2.229 2.213
81 H 1.338 0.474 1.704
82 H 1.241 0.405 -2.869
83 H -0.319 0.946 -3.642
84 H -0.372 -0.540 -2.701
85 C -4.354 1.213 0.213
86 C -4.062 2.609 0.839
87 C -3.235 3.439 -0.186
88 C -3.793 3.570 -1.525
89 N -4.203 3.658 -2.601
90 H -5.010 1.255 -0.662
91 H -4.856 0.399 0.727
92 H -3.316 0.819 -0.118
93 H -3.452 2.609 1.764
94 H -4.996 3.111 1.131
95 H -2.283 3.038 -0.189
96 H -3.058 4.469 0.120
97 C -4.010 -3.221 2.697
98 C -2.949 -2.154 2.962
99 C -1.565 -2.726 3.461
100 C -1.899 -3.522 4.750
101 N -2.237 -4.109 5.697
102 H -3.678 -3.930 1.863
103 H -4.907 -2.641 2.229
104 H -4.251 -3.826 3.615
105 H -3.363 -1.421 3.709
106 H -2.706 -1.588 2.076
107 H -0.936 -1.887 3.665
108 H -1.113 -3.348 2.706


Entry 2:
This record from the OMol25 dataset describes a molecular structure, C33H57CaN4OP2 in a non-equilibrium geometry. The level of theory is the ωB97M-V functional and the def2-TZVPD basis.

Results
Highest occupied orbital energy: -8.122 eV
Net charge: +1
Energy relative to the best compared isomer or geometry (same formula, charge and spin): 143.9 kcal per mole
Strongest force on any atom: 6.8 eV/A

Atoms and positions in Å:
1 C 1.639 1.295 -2.106
2 C 0.700 2.094 -0.150
3 C 1.997 2.606 -2.423
4 C 1.259 3.353 -0.272
5 C 1.853 3.628 -1.484
6 H 2.290 2.786 -3.482
7 H 1.157 4.079 0.514
8 H 2.096 4.652 -1.713
9 N 1.060 1.014 -0.924
10 P 1.119 -1.466 -2.663
11 P -1.132 1.833 2.545
12 C 1.809 0.154 -3.116
13 H 1.331 0.468 -4.053
14 H 2.888 0.100 -3.335
15 C -3.000 -2.483 1.570
16 O -4.104 -2.034 1.587
17 C -0.038 1.683 1.085
18 H 0.791 1.388 1.849
19 C -1.653 3.420 3.143
20 C -0.743 0.434 3.692
21 C -0.310 -1.891 -3.898
22 C 2.689 -2.477 -2.921
23 C -3.200 3.392 3.085
24 H -3.583 2.766 3.914
25 H -3.570 4.417 3.240
26 H -3.603 3.000 2.139
27 C -1.280 3.578 4.617
28 H -1.715 2.775 5.223
29 H -0.189 3.623 4.735
30 H -1.720 4.534 4.943
31 C -0.976 4.609 2.407
32 H -1.690 5.455 2.452
33 H -0.062 4.893 2.959
34 H -0.671 4.423 1.368
35 C -2.074 0.212 4.448
36 H -2.858 -0.183 3.768
37 H -1.872 -0.514 5.256
38 H -2.459 1.139 4.910
39 C -0.297 -0.909 3.055
40 H -1.077 -1.359 2.406
41 H 0.678 -0.833 2.523
42 H -0.105 -1.644 3.867
43 C 0.388 0.866 4.636
44 H 0.072 1.686 5.286
45 H 0.640 0.011 5.278
46 H 1.280 1.161 4.065
47 C 2.418 -3.937 -2.514
48 H 3.353 -4.504 -2.654
49 H 2.132 -4.007 -1.453
50 H 1.634 -4.427 -3.109
51 C 3.752 -1.912 -1.958
52 H 4.049 -0.880 -2.185
53 H 3.412 -1.952 -0.916
54 H 4.653 -2.537 -2.048
55 C 3.240 -2.416 -4.362
56 H 4.276 -2.794 -4.329
57 H 2.690 -3.060 -5.060
58 H 3.277 -1.399 -4.780
59 C -0.888 -0.628 -4.552
60 H -0.201 -0.197 -5.293
61 H -1.812 -0.905 -5.089
62 H -1.158 0.153 -3.826
63 C -1.403 -2.575 -3.040
64 H -1.790 -1.898 -2.258
65 H -2.252 -2.867 -3.682
66 H -1.018 -3.485 -2.550
67 C 0.123 -2.860 -5.011
68 H 0.876 -2.413 -5.677
69 H 0.501 -3.813 -4.613
70 H -0.756 -3.099 -5.637
71 Ca 0.194 -1.010 0.144
72 N -1.721 -0.183 0.519
73 C -1.469 1.097 0.747
74 C -2.417 1.901 -0.298
75 C -2.217 3.409 -0.342
76 C -2.075 1.492 -1.741
77 C -3.872 1.512 -0.014
78 H -2.531 3.985 0.550
79 H -1.176 3.689 -0.603
80 H -2.835 3.777 -1.189
81 H -2.226 0.424 -1.944
82 H -2.739 2.058 -2.428
83 H -1.037 1.765 -2.028
84 H -4.491 1.918 -0.815
85 H -4.038 0.429 -0.002
86 H -4.285 1.904 0.914
87 C 0.527 -4.286 1.281
88 C 1.748 -3.501 1.588
89 N 1.962 -2.202 1.316
90 C 3.240 -1.888 1.795
91 C 3.794 -3.027 2.334
92 N 2.828 -4.018 2.192
93 H 0.298 -4.224 0.202
94 H 0.695 -5.342 1.549
95 H -0.338 -3.908 1.854
96 H 3.645 -0.907 1.725
97 H 4.750 -3.186 2.781
98 H 2.920 -4.998 2.485


Entry 3:
This record from the OMol25 dataset describes a molecular structure, C33H57CdNP2Si. The level of theory is the ωB97M-V functional and the def2-TZVPD basis.

Results
Highest occupied orbital energy: -6.693 eV
Net charge: 0
Strongest force on any atom: 0.5 eV/A

Atoms and positions in Å:
1 Cd 0.589 0.306 0.029
2 C -4.644 -1.396 0.754
3 C -3.479 -0.420 0.922
4 C -3.905 1.017 0.584
5 P -1.907 -0.848 0.060
6 C -2.313 -1.532 -1.609
7 C -3.153 -0.529 -2.404
8 C -2.908 -2.939 -1.644
9 C -1.217 -2.238 1.026
10 C -1.803 -2.793 2.159
11 C -1.128 -3.732 2.928
12 C 0.167 -4.086 2.573
13 C 0.776 -3.539 1.454
14 C 0.093 -2.624 0.637
15 N 0.603 -1.941 -0.461
16 C 1.578 -2.390 -1.314
17 C 2.083 -3.714 -1.311
18 C 3.095 -4.109 -2.162
19 C 3.644 -3.224 -3.088
20 C 3.092 -1.961 -3.185
21 C 2.068 -1.521 -2.340
22 P 1.098 -0.024 -2.740
23 C 0.703 -0.340 -4.528
24 C -0.117 0.792 -5.145
25 C -0.033 -1.674 -4.674
26 C 2.270 1.431 -2.762
27 C 3.324 1.479 -3.863
28 C 1.469 2.742 -2.714
29 H -5.415 -1.175 1.498
30 H -4.345 -2.438 0.876
31 H -5.102 -1.289 -0.232
32 H -3.171 -0.419 1.970
33 H -4.244 1.100 -0.451
34 H -3.085 1.723 0.726
35 H -4.734 1.327 1.228
36 H -1.323 -1.578 -2.054
37 H -4.169 -0.451 -2.007
38 H -3.241 -0.853 -3.445
39 H -2.703 0.468 -2.398
40 H -3.980 -2.931 -1.434
41 H -2.422 -3.606 -0.929
42 H -2.771 -3.366 -2.643
43 H -2.801 -2.497 2.461
44 H -1.601 -4.167 3.800
45 H 0.720 -4.789 3.186
46 H 1.802 -3.798 1.229
47 H 1.648 -4.437 -0.637
48 H 3.454 -5.130 -2.115
49 H 4.449 -3.529 -3.745
50 H 3.451 -1.304 -3.969
51 H 1.660 -0.414 -5.047
52 H -1.045 0.952 -4.588
53 H -0.385 0.533 -6.174
54 H 0.428 1.735 -5.178
55 H -1.036 -1.604 -4.251
56 H 0.493 -2.495 -4.181
57 H -0.136 -1.926 -5.734
58 H 2.782 1.330 -1.807
59 H 2.869 1.504 -4.857
60 H 4.009 0.633 -3.814
61 H 3.923 2.388 -3.756
62 H 0.970 2.945 -3.664
63 H 2.133 3.587 -2.508
64 H 0.702 2.722 -1.940
65 C 1.582 0.958 3.336
66 Si 2.316 1.261 1.624
67 C 2.595 3.144 1.497
68 C 3.094 3.701 2.840
69 C 3.598 3.512 0.396
70 C 1.243 3.802 1.175
71 C 3.904 0.203 1.539
72 C 4.971 0.723 2.509
73 C 3.502 -1.225 1.947
74 C 4.502 0.124 0.125
75 H 2.338 1.068 4.123
76 H 1.164 -0.052 3.405
77 H 0.771 1.664 3.547
78 H 4.024 3.228 3.167
79 H 2.354 3.566 3.634
80 H 3.286 4.778 2.744
81 H 4.615 3.199 0.653
82 H 3.615 4.602 0.255
83 H 3.339 3.058 -0.566
84 H 0.483 3.563 1.929
85 H 0.861 3.480 0.202
86 H 1.353 4.895 1.147
87 H 4.595 0.809 3.534
88 H 5.361 1.700 2.206
89 H 5.817 0.024 2.525
90 H 3.133 -1.273 2.976
91 H 4.371 -1.892 1.869
92 H 2.722 -1.624 1.289
93 H 4.758 1.106 -0.284
94 H 3.817 -0.373 -0.568
95 H 5.423 -0.475 0.148


Entry 4:
This record from the OMol25 dataset describes 13 unconnected molecules or ions with the total composition C33H57Cl24FO5 in a non-equilibrium geometry. The level of theory is the ωB97M-V functional and the def2-TZVPD basis.

Results
Highest occupied orbital energy: -10.331 eV
Net charge: 0
Strongest force on any atom: 4.0 eV/A

Atoms and positions in Å:
1 O 0.671 -5.944 1.332
2 C 0.966 -4.816 1.181
3 O 1.296 -4.336 -0.030
4 C 1.385 -2.882 -0.027
5 C -0.079 -2.305 0.029
6 C -0.346 -1.385 1.260
7 C -1.590 -1.766 2.124
8 C -2.759 -2.290 1.326
9 C -2.966 -3.600 1.220
10 F -2.265 -4.548 1.738
11 C -4.169 -3.694 0.305
12 O -4.387 -4.696 -0.275
13 O -4.820 -2.513 0.258
14 C -3.820 -1.558 0.540
15 O -3.830 -0.464 0.183
16 H 0.942 -4.132 2.057
17 H 1.791 -2.608 -1.017
18 H 1.996 -2.521 0.813
19 H -0.741 -3.179 -0.048
20 H -0.228 -1.702 -0.882
21 H 0.555 -1.385 1.898
22 H -0.481 -0.353 0.914
23 H -1.282 -2.436 2.941
24 H -1.922 -0.840 2.633
25 Cl -0.139 1.823 3.340
26 C -0.370 3.299 2.362
27 C -0.903 2.992 0.986
28 Cl 0.297 2.146 -0.024
29 H 0.587 3.827 2.317
30 H -1.081 3.926 2.902
31 H -1.152 3.920 0.472
32 H -1.800 2.376 1.031
33 Cl -1.824 0.878 -3.613
34 C -3.569 1.185 -3.424
35 C -4.411 0.087 -4.026
36 Cl -4.309 0.058 -5.806
37 H -3.792 2.152 -3.871
38 H -3.763 1.249 -2.353
39 H -5.459 0.248 -3.774
40 H -4.114 -0.893 -3.656
41 Cl 2.832 3.747 -1.903
42 C 1.815 3.831 -3.360
43 C 1.166 5.184 -3.515
44 Cl -0.067 5.480 -2.259
45 H 1.072 3.036 -3.302
46 H 2.463 3.632 -4.213
47 H 0.658 5.244 -4.477
48 H 1.899 5.987 -3.465
49 Cl -0.433 5.125 5.598
50 C -1.843 4.974 6.673
51 C -2.677 3.764 6.333
52 Cl -3.506 3.932 4.762
53 H -2.423 5.893 6.605
54 H -1.461 4.886 7.691
55 H -3.454 3.627 7.087
56 H -2.068 2.863 6.299
57 Cl 0.680 -9.618 5.401
58 C -0.335 -9.520 3.938
59 C -0.983 -8.167 3.783
60 Cl -2.224 -7.868 5.030
61 H -1.077 -10.315 3.989
62 H 0.317 -9.713 3.087
63 H -1.484 -8.106 2.818
64 H -0.251 -7.365 3.838
65 Cl -2.315 -3.770 -2.690
66 C -3.389 -5.080 -3.249
67 C -2.622 -6.251 -3.817
68 Cl -1.812 -5.861 -5.355
69 H -4.079 -4.657 -3.977
70 H -3.964 -5.407 -2.384
71 H -3.309 -7.071 -4.021
72 H -1.862 -6.604 -3.122
73 Cl 4.662 -2.643 -2.260
74 C 3.593 -3.983 -2.756
75 C 4.365 -5.128 -3.362
76 Cl 5.071 -4.701 -4.944
77 H 2.854 -3.586 -3.449
78 H 3.073 -4.323 -1.861
79 H 3.698 -5.973 -3.531
80 H 5.173 -5.454 -2.710
81 Cl 9.056 0.167 -6.397
82 C 8.204 -1.252 -5.734
83 C 6.888 -0.882 -5.096
84 Cl 7.106 0.060 -3.599
85 H 8.867 -1.743 -5.024
86 H 8.029 -1.933 -6.567
87 H 6.343 -1.786 -4.823
88 H 6.266 -0.299 -5.772
89 Cl -1.066 3.481 10.489
90 C -2.059 2.105 9.944
91 C -1.222 0.997 9.351
92 Cl -0.483 1.471 7.800
93 H -2.789 2.479 9.230
94 H -2.593 1.734 10.818
95 H -1.850 0.129 9.151
96 H -0.423 0.693 10.024
97 Cl 4.585 7.101 2.343
98 C 4.087 6.696 4.005
99 C 3.449 5.331 4.091
100 Cl 1.863 5.276 3.280
101 H 3.412 7.475 4.354
102 H 4.986 6.721 4.620
103 H 3.279 5.069 5.135
104 H 4.081 4.565 3.646
105 Cl -0.513 9.144 0.987
106 C -0.323 8.991 -0.779
107 C -1.369 9.773 -1.535
108 Cl -2.997 9.074 -1.347
109 H -0.356 7.934 -1.031
110 H 0.669 9.371 -1.023
111 H -1.139 9.759 -2.600
112 H -1.408 10.809 -1.206
113 Cl -0.957 -2.220 -5.912
114 C -1.196 -1.147 -7.313
115 C -0.601 -1.719 -8.576
116 Cl 1.181 -1.754 -8.527
117 H -0.767 -0.177 -7.071
118 H -2.271 -1.024 -7.434
119 H -0.882 -1.100 -9.428
120 H -0.952 -2.733 -8.759


Per-record HOMO-LUMO gap, eV: 11.110 6.122 7.290 9.843